DFT (ωB97M-V/def2-TZVPD) results for 3 unconnected molecules or ions with the total composition C15H35ClNO9P2.

For the HOMO energy, the calculation gives -0.4436 Eh. As for the spin multiplicity: 1. The charge is +1. The HOMO-LUMO gap comes out at 7.5 eV. For the lowest unoccupied orbital energy, the calculation gives -4.5 eV.

Each line ends with the Löwdin charge.
Element x y z (Å)
1 C 0.709 -0.108 -2.214  -0.082
2 O -0.419 0.535 -1.613  -0.206
3 C -1.337 1.014 -2.579  -0.172
4 C -2.069 -0.164 -3.313  -0.185
5 C -1.699 -0.298 -4.861  -0.052
6 C -2.924 0.371 -5.580  0.068
7 N -3.945 0.468 -4.787  0.137
8 C -3.629 -0.159 -3.450  -0.221
9 C -4.515 0.592 -2.397  -0.122
10 C -5.825 -0.170 -1.963  -0.238
11 C -6.438 -1.122 -3.050  -0.531
12 Cl -6.001 -2.843 -2.570  0.530
13 H 0.629 -0.259 -3.312  0.084
14 H 0.849 -1.092 -1.697  0.105
15 H 1.659 0.454 -2.034  0.107
16 H -2.079 1.640 -2.037  0.129
17 H -0.831 1.680 -3.328  0.138
18 H -1.891 -1.132 -2.786  0.167
19 H -0.870 0.426 -5.044  0.119
20 H -1.392 -1.303 -5.212  0.144
21 H -2.857 0.714 -6.636  0.165
22 H -4.820 0.907 -5.069  0.183
23 H -3.870 -1.228 -3.651  0.138
24 H -4.779 1.628 -2.704  0.127
25 H -3.890 0.695 -1.475  0.123
26 H -6.593 0.601 -1.724  0.116
27 H -5.638 -0.745 -1.035  0.100
28 H -7.544 -1.064 -3.019  0.078
29 H -6.115 -0.922 -4.092  0.058
30 C 0.349 0.719 1.234  -0.108
31 O 0.152 0.578 2.641  -0.230
32 P -0.848 1.591 3.375  0.382
33 O -2.060 1.932 2.609  -0.235
34 O 0.074 2.838 3.768  -0.217
35 C 0.461 3.747 2.742  -0.095
36 O -1.116 0.895 4.775  -0.190
37 C -0.006 0.456 5.560  -0.091
38 H 0.006 -0.187 0.736  0.084
39 H -0.190 1.572 0.823  0.075
40 H 1.416 0.850 1.040  0.092
41 H -0.356 3.924 2.040  0.086
42 H 1.330 3.354 2.208  0.088
43 H 0.735 4.692 3.207  0.093
44 H 0.881 1.069 5.391  0.076
45 H 0.221 -0.584 5.320  0.092
46 H -0.281 0.525 6.611  0.095
47 C 4.807 -2.975 0.645  -0.102
48 O 4.313 -1.952 1.509  -0.222
49 P 5.301 -0.767 1.943  0.376
50 O 6.205 -0.291 0.883  -0.228
51 O 6.028 -1.314 3.258  -0.219
52 C 7.056 -2.290 3.110  -0.095
53 O 4.314 0.332 2.524  -0.197
54 C 3.342 -0.048 3.501  -0.093
55 H 4.241 -2.959 -0.287  0.086
56 H 5.865 -2.849 0.415  0.082
57 H 4.664 -3.942 1.130  0.090
58 H 7.678 -2.082 2.237  0.089
59 H 6.612 -3.284 3.019  0.087
60 H 7.681 -2.267 4.000  0.092
61 H 3.682 -0.885 4.112  0.090
62 H 2.413 -0.319 2.999  0.069
63 H 3.155 0.805 4.153  0.092



DFT (ωB97M-V/def2-TZVPD) results for 3 unconnected molecules or ions with the total composition C6H20N2O2.

As for the SMILES: CCCN[C@@H](C)CN.O.O. For the HOMO energy, the calculation gives -0.3305 Eh. As for the spin multiplicity: 1. Its energy above the lowest of the compared OMol25 structures with the same formula, charge and spin is 307.22 kJ/mol. The HOMO-LUMO gap comes out at 9.6 eV. For the lowest unoccupied orbital energy, the calculation gives 0.6 eV.

Each line ends with the Löwdin charge.
Element x y z (Å)
1 C -2.490 -1.936 0.513  -0.127
2 C -2.404 -0.430 0.401  -0.244
3 C -1.215 0.253 1.181  -0.204
4 N 0.090 0.310 0.445  -0.081
5 C 1.089 -0.671 0.959  -0.366
6 C 0.643 -2.190 0.655  -0.077
7 C 2.450 -0.515 0.150  -0.297
8 N 3.003 0.824 0.045  -0.053
9 H -1.834 -2.412 -0.246  0.071
10 H -2.119 -2.188 1.558  0.088
11 H -3.509 -2.141 0.363  0.049
12 H -2.208 -0.122 -0.639  0.092
13 H -3.306 0.010 0.895  0.113
14 H -1.135 -0.153 2.200  0.109
15 H -1.314 1.442 1.238  0.130
16 H 0.131 -0.026 -0.493  0.049
17 H 1.297 -0.411 2.070  0.150
18 H 0.282 -2.312 -0.345  0.043
19 H 1.461 -3.017 0.694  0.101
20 H -0.262 -2.565 1.227  0.050
21 H 3.298 -1.154 0.675  0.142
22 H 2.169 -0.821 -0.910  0.123
23 H 2.440 1.510 -0.563  0.084
24 H 2.916 1.261 1.017  0.090
25 O -0.315 3.170 -0.901  0.066
26 H -0.052 2.335 -0.600  -0.030
27 H -1.094 3.282 -0.663  -0.100
28 O -0.450 0.602 -2.640  -0.069
29 H 0.174 1.334 -2.841  0.058
30 H -1.308 0.953 -2.896  0.042



DFT (ωB97M-V/def2-TZVPD) results for 2 unconnected molecules or ions with the total composition C6H7N3O2.

For the HOMO energy, the calculation gives -0.2976 Eh. As for the spin multiplicity: 1. Its energy above the lowest of the compared OMol25 structures with the same formula, charge and spin is 323.38 kJ/mol. The HOMO-LUMO gap comes out at 8.0 eV. For the lowest unoccupied orbital energy, the calculation gives -0.1 eV.

Each line ends with the Löwdin charge.
Element x y z (Å)
1 C -0.204 -1.029 -0.461  -0.234
2 C 0.319 -0.094 -1.488  -0.027
3 C 0.296 1.587 0.267  -0.157
4 C 3.507 1.049 0.928  -0.436
5 C 0.130 -0.590 1.074  -0.154
6 C 0.572 1.165 -1.100  -0.060
7 N 0.141 0.811 1.272  0.033
8 N 0.605 -2.321 -0.537  -0.226
9 N 0.091 -3.368 -0.803  0.074
10 O 3.878 0.758 1.969  0.229
11 O 3.296 1.537 -0.096  0.201
12 H -1.182 -1.324 -0.728  0.119
13 H 0.280 -0.369 -2.480  0.090
14 H 0.377 2.637 0.431  0.104
15 H -0.642 -1.060 1.659  0.104
16 H 1.216 -1.070 1.299  0.148
17 H 0.994 1.802 -1.764  0.070
18 H 1.546 -2.129 -0.103  0.123



DFT (ωB97M-V/def2-TZVPD) results for a molecular structure, H16O8Zr.

For the HOMO energy, the calculation gives -1.0751 Eh. As for the spin multiplicity: 1. Its energy above the lowest of the compared OMol25 structures with the same formula, charge and spin is 25.92 kJ/mol. The charge is +4. The HOMO-LUMO gap comes out at 12.2 eV. For the lowest unoccupied orbital energy, the calculation gives -17.1 eV.

Each line ends with the Löwdin charge.
Element x y z (Å)
1 Zr 0.054 0.002 0.032  2.069
2 O 0.296 -2.099 0.343  -0.089
3 H -0.287 -2.792 0.718  0.169
4 H 1.140 -2.614 0.308  0.178
5 O -0.277 -0.918 -1.995  -0.057
6 H -0.408 -1.846 -2.219  0.144
7 H -0.155 -0.516 -2.858  0.142
8 O -0.554 -0.278 2.120  -0.087
9 H -0.958 0.317 2.804  0.180
10 H -0.286 -1.049 2.655  0.154
11 O 2.079 -0.429 -0.601  -0.061
12 H 2.153 -1.022 -1.344  0.122
13 H 2.888 0.113 -0.823  0.196
14 O -1.331 1.739 0.470  -0.055
15 H -1.231 2.651 0.864  0.187
16 H -2.247 1.493 0.561  0.117
17 O 0.496 1.663 -1.403  -0.059
18 H -0.016 2.471 -1.461  0.134
19 H 1.120 1.743 -2.134  0.147
20 O 1.207 1.386 1.146  -0.054
21 H 2.143 1.567 1.021  0.151
22 H 1.015 2.001 1.834  0.136
23 O -1.994 -0.879 -0.031  -0.086
24 H -2.382 -1.320 0.739  0.136
25 H -2.463 -1.393 -0.758  0.188



DFT (ωB97M-V/def2-TZVPD) results for 2 unconnected molecules or ions with the total composition C2H8.

As for the SMILES: C.C. For the HOMO energy, the calculation gives -0.4908 Eh. As for the spin multiplicity: 1. Its energy above the lowest of the compared OMol25 structures with the same formula, charge and spin is 1.56 kJ/mol. The HOMO-LUMO gap comes out at 14.6 eV. For the lowest unoccupied orbital energy, the calculation gives 1.3 eV.

Each line ends with the Löwdin charge.
Element x y z (Å)
1 C 1.012 -2.403 -3.689  -0.062
2 H 0.681 -1.634 -2.976  0.015
3 H 1.551 -1.926 -4.520  0.015
4 H 0.137 -2.942 -4.080  0.015
5 H 1.680 -3.113 -3.178  0.015
6 C -1.012 2.404 3.689  -0.062
7 H -1.232 2.122 4.729  0.015
8 H -1.889 2.902 3.250  0.015
9 H -0.774 1.501 3.107  0.015
10 H -0.153 3.090 3.668  0.015



DFT (ωB97M-V/def2-TZVPD) results for a molecular structure, C24H29BaN8OS3.

For the HOMO energy, the calculation gives -0.3800 Eh. As for the spin multiplicity: 1. Its energy above the lowest of the compared OMol25 structures with the same formula, charge and spin is 45.86 kJ/mol. The charge is +1. The HOMO-LUMO gap comes out at 7.3 eV. For the lowest unoccupied orbital energy, the calculation gives -3.1 eV.

Each line ends with the Löwdin charge.
Element x y z (Å)
1 Ba 1.812 -1.429 2.444  1.532
2 C 1.897 3.295 0.551  -0.002
3 C 2.381 1.984 1.101  -0.264
4 N 2.014 1.457 2.201  -0.028
5 N 1.101 2.093 2.983  -0.061
6 C 0.704 1.543 4.161  -0.918
7 N -0.344 2.145 4.725  0.121
8 S 1.496 0.278 4.942  0.500
9 C 3.392 1.207 0.314  -0.242
10 C 4.152 1.828 -0.662  -0.002
11 C 5.072 1.081 -1.382  -0.029
12 C 5.204 -0.267 -1.112  -0.036
13 C 4.409 -0.811 -0.117  -0.126
14 N 3.522 -0.101 0.584  -0.024
15 H 0.944 3.606 0.972  0.067
16 H 1.761 3.220 -0.528  0.093
17 H 2.626 4.087 0.749  0.107
18 H 0.538 2.828 2.589  0.101
19 H -0.947 2.766 4.206  0.112
20 H -0.699 1.748 5.578  0.108
21 H 4.042 2.886 -0.857  0.117
22 H 5.675 1.551 -2.149  0.122
23 H 5.904 -0.889 -1.654  0.117
24 H 4.482 -1.868 0.124  0.114
25 C 0.968 -0.042 -2.243  -0.096
26 C -0.080 -1.092 -2.605  -0.223
27 C -1.494 -0.663 -2.226  -0.165
28 N -1.545 -0.450 -0.771  0.032
29 C -1.861 0.612 -0.061  -0.778
30 S -1.295 0.830 1.535  0.614
31 N -2.675 1.588 -0.593  0.101
32 C -3.671 1.471 -1.581  -0.379
33 O -3.952 0.411 -2.082  0.102
34 C -4.374 2.746 -1.934  -0.138
35 C -5.530 2.624 -2.699  -0.010
36 C -6.234 3.752 -3.087  -0.056
37 C -5.783 5.013 -2.716  -0.066
38 C -4.627 5.142 -1.959  -0.072
39 C -3.922 4.012 -1.570  -0.037
40 H 1.971 -0.371 -2.529  0.072
41 H 0.968 0.150 -1.166  0.051
42 H 0.766 0.905 -2.755  0.082
43 H 0.150 -2.037 -2.104  0.099
44 H -0.066 -1.283 -3.679  0.116
45 H -2.215 -1.428 -2.500  0.127
46 H -1.767 0.249 -2.741  0.113
47 H -1.092 -1.177 -0.231  -0.021
48 H -2.744 2.387 0.015  0.091
49 H -5.864 1.633 -2.977  0.123
50 H -7.134 3.648 -3.680  0.112
51 H -6.330 5.897 -3.021  0.111
52 H -4.270 6.124 -1.675  0.108
53 H -3.008 4.149 -1.002  0.105
54 C 0.326 -7.867 1.585  -0.022
55 C 0.933 -6.511 1.783  -0.312
56 C 2.179 -6.354 2.403  -0.021
57 C 2.632 -5.075 2.549  -0.146
58 N 1.938 -3.997 2.137  -0.226
59 C 0.724 -4.225 1.558  -0.872
60 S -0.236 -2.851 1.088  0.410
61 N 0.227 -5.463 1.365  0.103
62 H 1.089 -8.627 1.412  0.083
63 H -0.376 -7.841 0.756  0.084
64 H -0.226 -8.146 2.487  0.094
65 H 2.760 -7.201 2.746  0.116
66 H 3.600 -4.882 3.005  0.113



DFT (ωB97M-V/def2-TZVPD) results for a molecular structure, C28H24N5O6SSn.

For the HOMO energy (spin up / spin down), the calculation gives -0.3984 / -0.3984 Eh. As for the spin multiplicity: 1. The charge is +1. The HOMO-LUMO gap (spin up / spin down) comes out at 4.9 / 4.2 eV. For the lowest unoccupied orbital energy (spin up / spin down), the calculation gives -5.9 / -6.7 eV.

Each line ends with the Löwdin charge.
Element x y z (Å)
1 Sn -1.058 -2.140 0.013  1.501
2 O -1.705 -3.084 -4.151  0.084
3 C -1.479 -3.055 -2.913  -0.351
4 N -1.643 -1.949 -2.031  -0.001
5 C -1.956 -0.645 -2.481  -0.137
6 C -2.293 -0.298 -3.799  0.048
7 C -2.587 1.033 -4.143  -0.020
8 C -2.683 1.971 -3.179  0.006
9 C -2.331 1.684 -1.824  0.060
10 C -2.004 0.369 -1.454  -0.147
11 N -1.753 -0.076 -0.151  0.008
12 C -1.694 0.758 0.908  -0.398
13 O -1.934 1.987 0.820  0.049
14 C -1.575 0.178 2.254  -0.180
15 C -1.696 1.022 3.416  0.045
16 C -1.818 0.425 4.654  -0.004
17 C -1.661 -0.985 4.802  -0.020
18 C -1.383 -1.673 3.665  -0.109
19 N -1.326 -1.121 2.409  0.026
20 C -1.147 -4.347 -2.295  -0.190
21 C -0.829 -5.477 -3.059  0.042
22 C -0.539 -6.657 -2.398  -0.010
23 C -0.848 -6.805 -1.050  -0.015
24 C -1.337 -5.691 -0.370  -0.112
25 N -1.462 -4.512 -0.970  0.002
26 H -2.416 -1.075 -4.514  0.101
27 H -2.786 1.324 -5.126  0.111
28 H -3.198 2.877 -3.472  0.131
29 H -2.391 2.316 -0.952  0.094
30 H -1.858 2.078 3.195  0.117
31 H -1.927 1.046 5.497  0.104
32 H -1.820 -1.458 5.757  0.118
33 H -1.278 -2.777 3.760  0.131
34 H -0.696 -5.257 -4.085  0.117
35 H -0.022 -7.496 -2.856  0.127
36 H -0.605 -7.722 -0.534  0.120
37 H -1.750 -5.791 0.640  0.128
38 C 0.957 4.283 4.488  -0.068
39 C 1.437 3.954 3.096  -0.256
40 C 2.818 3.580 2.893  -0.019
41 C 3.262 3.282 1.611  -0.064
42 C 2.380 3.402 0.499  -0.255
43 C 1.016 3.709 0.704  -0.043
44 C 0.562 3.894 2.007  -0.060
45 S 3.132 3.050 -1.098  0.639
46 O 4.456 3.658 -1.069  -0.295
47 O 2.184 3.410 -2.153  -0.323
48 N 3.156 1.466 -1.064  -0.151
49 C 3.058 0.637 -2.303  -0.179
50 C 2.415 -0.706 -2.016  -0.073
51 C 2.117 -1.108 -0.505  -0.552
52 O 2.991 -1.026 0.347  0.073
53 O 0.944 -1.643 -0.276  -0.225
54 H 1.570 3.742 5.277  0.091
55 H -0.082 3.889 4.678  0.074
56 H 0.978 5.382 4.752  0.099
57 H 3.481 3.561 3.741  0.107
58 H 4.313 2.949 1.464  0.126
59 H 0.367 3.512 -0.182  0.118
60 H -0.503 3.862 2.171  0.092
61 H 3.533 1.009 -0.216  0.118
62 H 4.014 0.409 -2.792  0.122
63 H 2.487 1.197 -3.055  0.113
64 H 2.991 -1.513 -2.446  0.114
65 H 1.451 -0.817 -2.537  0.099



DFT (ωB97M-V/def2-TZVPD) results for a molecular structure, C20H46N3OP2STl.

For the HOMO energy (spin up / spin down), the calculation gives -0.4944 / -0.4933 Eh. As for the spin multiplicity: 1. The charge is +2. The HOMO-LUMO gap (spin up / spin down) comes out at 5.5 / 5.1 eV. For the lowest unoccupied orbital energy (spin up / spin down), the calculation gives -7.9 / -8.3 eV.

Each line ends with the Löwdin charge.
Element x y z (Å)
1 Tl 0.848 2.205 0.739  0.882
2 P -1.871 0.976 1.610  1.024
3 P 1.039 0.980 -2.136  1.025
4 N -1.069 2.938 -0.756  -0.218
5 C -2.559 2.652 1.201  -0.304
6 H -3.631 2.674 1.473  0.105
7 H -2.064 3.407 1.842  0.097
8 C -2.440 3.105 -0.241  -0.245
9 H -3.129 2.582 -0.914  0.133
10 H -2.652 4.184 -0.294  0.141
11 C -0.920 3.106 -2.219  -0.240
12 H -1.033 4.180 -2.433  0.139
13 H -1.741 2.587 -2.731  0.132
14 C 0.445 2.650 -2.720  -0.311
15 H 1.169 3.410 -2.385  0.090
16 H 0.453 2.676 -3.827  0.103
17 C 0.745 -0.152 -3.590  -0.510
18 C 0.913 -1.642 -3.232  -0.111
19 H 0.540 -2.254 -4.069  0.098
20 H 0.351 -1.911 -2.332  0.024
21 H 1.964 -1.914 -3.068  0.072
22 C 2.896 1.219 -2.031  -0.555
23 C 3.632 -0.100 -1.767  -0.108
24 H 4.641 0.118 -1.378  0.097
25 H 3.766 -0.688 -2.688  0.082
26 H 3.102 -0.706 -1.023  0.046
27 C -1.225 1.200 3.360  -0.555
28 C -0.762 -0.120 3.972  -0.103
29 H -0.112 0.101 4.833  0.099
30 H -0.188 -0.719 3.253  0.044
31 H -1.610 -0.707 4.347  0.081
32 C -3.355 -0.143 1.736  -0.501
33 C -2.971 -1.635 1.822  -0.107
34 H -3.882 -2.236 1.669  0.098
35 H -2.554 -1.904 2.802  0.074
36 H -2.241 -1.923 1.058  0.024
37 C -1.256 0.054 -0.726  -0.353
38 O -1.983 -0.313 -1.563  0.070
39 C 3.555 1.975 -3.201  -0.092
40 H 3.666 1.340 -4.089  0.068
41 H 2.999 2.876 -3.480  0.069
42 H 4.570 2.289 -2.913  0.099
43 C -2.159 1.956 4.319  -0.090
44 H -1.600 2.259 5.218  0.102
45 H -2.585 2.865 3.878  0.072
46 H -2.981 1.320 4.665  0.068
47 C -4.396 0.189 2.815  -0.085
48 H -5.324 -0.360 2.605  0.103
49 H -4.074 -0.125 3.817  0.079
50 H -4.649 1.251 2.838  0.073
51 C 1.503 0.160 -4.891  -0.090
52 H 2.555 -0.157 -4.844  0.077
53 H 1.048 -0.403 -5.722  0.102
54 H 1.456 1.221 -5.158  0.073
55 H -0.328 0.007 -3.787  0.106
56 H -3.833 0.008 0.758  0.109
57 H 3.014 1.852 -1.128  0.062
58 H -0.332 1.840 3.195  0.049
59 H -0.646 3.777 -0.414  0.059
60 H 2.061 3.206 1.756  -0.038
61 C 0.747 -5.414 1.314  -0.052
62 N 0.758 -4.244 0.424  -0.033
63 C 1.256 -3.040 0.848  -0.754
64 S 0.489 -1.542 0.452  0.618
65 N 2.401 -3.017 1.568  -0.049
66 C 3.495 -3.999 1.354  -0.046
67 H 1.482 -5.304 2.098  0.074
68 H 0.979 -6.306 0.731  0.097
69 H -0.244 -5.539 1.758  0.096
70 H -0.073 -4.135 -0.130  0.115
71 H 2.672 -2.069 1.838  0.116
72 H 4.358 -3.469 0.897  0.098
73 H 3.784 -4.415 2.340  0.099
74 H 3.120 -4.788 0.675  0.089



- spin multiplicity of number 3 (C6H7N3O2)?
  1